[1]
DFT (wB97M-V/def2-TZVPD) results for a 7-piece molecular cluster, C38H47BrO21 overall in a non-equilibrium geometry.

Last column: Löwdin charge in e.
Atoms and positions in Å:
1 Br -2.62 4.32 0.74  0.81
2 O -3.19 -8.10 -2.47  0.08
3 O -5.08 -8.99 -3.32  0.17
4 O -7.83 4.99 1.16  0.06
5 O -5.12 -7.01 -2.24  0.06
6 O 5.05 1.07 3.56  0.09
7 O 7.36 -2.83 -1.93  0.15
8 O -7.03 3.15 2.19  0.16
9 O 7.42 -3.10 -4.16  0.09
10 O 2.52 4.66 1.27  0.06
11 O 4.53 0.13 1.60  0.04
12 O -0.43 -0.42 2.36  0.13
13 O 6.64 0.82 1.97  0.17
14 O 3.07 -3.56 -0.73  0.07
15 O 2.77 -5.74 -0.24  0.14
16 O 4.61 -4.65 0.44  0.08
17 O 0.63 3.49 0.94  0.13
18 O -4.65 -2.36 0.39  0.13
19 O 0.78 5.64 0.28  0.07
20 O -6.12 5.18 2.59  0.08
21 O 7.33 -1.05 -3.30  0.07
22 O -5.58 0.24 -0.56  -0.05
23 C 7.62 -0.89 -4.70  -0.09
24 C 3.08 0.58 4.90  -0.01
25 C 4.21 -1.47 -1.28  -0.01
26 C -6.60 0.08 0.47  -0.21
27 C -4.14 2.01 0.03  -0.02
28 C 3.41 -0.09 2.47  -0.10
29 C -3.60 -1.77 0.38  -0.31
30 C -1.21 -2.07 0.88  -0.15
31 C 5.20 -3.38 0.07  -0.07
32 C 0.19 -4.10 1.00  0.07
33 C 1.78 7.70 -0.56  -0.02
34 C 5.52 0.69 2.34  -0.56
35 C -7.65 6.39 1.40  -0.09
36 C -1.72 -6.88 -0.96  -0.01
37 C -1.23 -0.72 1.52  -0.30
38 C -2.96 2.47 0.60  -0.63
39 C -7.97 0.39 -0.11  -0.05
40 C -2.85 -6.80 -1.96  -0.33
41 C -4.52 -8.12 -2.74  -0.56
42 C 3.01 5.90 0.75  -0.09
43 C -3.44 -0.29 0.44  0.00
44 C 1.25 4.50 0.84  -0.56
45 C -4.17 -6.34 -1.40  -0.09
46 C 3.98 -2.55 -0.25  -0.31
47 C -6.24 6.45 1.93  -0.33
48 C 7.94 -2.66 -6.50  -0.02
49 C -7.00 4.32 2.00  -0.56
50 C 0.06 -2.78 0.88  -0.10
51 C 3.62 0.96 3.54  -0.32
52 C -2.25 0.21 1.00  -0.07
53 C 7.18 -2.22 -5.27  -0.32
54 C 3.42 -4.74 -0.18  -0.58
55 C -2.02 1.58 1.10  -0.04
56 C 7.37 -2.37 -3.03  -0.55
57 C -4.38 0.63 -0.02  -0.21
58 C -2.33 -2.53 0.33  0.09
59 C -5.98 7.58 2.89  -0.02
60 C 1.73 6.69 0.56  -0.33
61 H -5.51 6.47 1.12  0.15
62 H 5.08 -0.87 -1.03  0.09
63 H 5.79 -2.98 0.89  0.15
64 H 8.96 -2.94 -6.23  0.09
65 H 3.68 -0.21 5.34  0.09
66 H -1.64 -5.95 -0.39  0.06
67 H -2.55 -6.18 -2.81  0.16
68 H 3.11 1.43 5.58  0.09
69 H 6.10 -2.22 -5.47  0.16
70 H 3.56 -2.12 0.66  0.13
71 H -4.86 2.72 -0.34  0.12
72 H 3.46 -1.11 2.86  0.14
73 H 3.53 5.71 -0.19  0.14
74 H 0.90 8.34 -0.54  0.09
75 H 3.21 1.92 3.22  0.16
76 H 3.70 6.36 1.45  0.14
77 H 5.86 -3.53 -0.80  0.11
78 H -2.33 -3.49 -0.17  0.12
79 H -1.12 1.94 1.56  0.10
80 H 2.47 0.04 1.93  0.13
81 H -8.68 -0.34 0.28  0.07
82 H -0.52 -4.64 1.62  0.08
83 H -6.36 0.78 1.27  0.11
84 H -0.77 -7.06 -1.46  0.09
85 H -6.31 8.53 2.48  0.09
86 H 2.04 0.24 4.82  0.09
87 H -6.49 7.41 3.84  0.09
88 H 1.43 7.17 1.49  0.16
89 H -4.33 -6.68 -0.37  0.14
90 H 1.78 7.19 -1.53  0.09
91 H -1.88 -7.71 -0.27  0.10
92 H 2.66 8.33 -0.48  0.09
93 H 7.06 -0.05 -5.11  0.14
94 H 7.47 -3.54 -6.95  0.09
95 H -6.54 -0.92 0.89  0.11
96 H -8.39 6.73 2.12  0.14
97 H 7.97 -1.87 -7.24  0.09
98 H -7.92 0.34 -1.19  0.08
99 H 0.95 -2.16 0.81  0.10
100 H -4.31 -5.26 -1.45  0.13
101 H -8.31 1.36 0.24  0.06
102 H 4.34 -1.92 -2.27  0.09
103 H 3.34 -0.81 -1.34  0.09
104 H -4.91 7.66 3.11  0.08
105 H -7.78 6.95 0.47  0.14
106 H 1.00 -4.60 0.49  0.04
107 H 8.69 -0.71 -4.82  0.14

Summary:
LUMO level ... -1.02 eV
Highest occupied orbital energy ... -9.10 eV

=====

[2]
DFT (wB97M-V/def2-TZVPD) results for one molecule with the formula C5H12N2O.

Last column: Löwdin charge in e.
Atoms and positions in Å:
1 O -1.49 0.82 -0.97  0.05
2 N 0.54 0.48 -0.07  -0.12
3 N -1.22 -2.63 -0.83  0.00
4 C 1.30 0.61 1.17  -0.05
5 C -0.57 1.23 -0.29  -0.52
6 C -0.60 2.64 0.25  0.01
7 C -0.23 -1.93 -0.04  -0.27
8 C 0.58 -0.82 -0.74  -0.16
9 H 1.83 1.54 1.21  0.08
10 H 0.17 -0.64 -1.74  0.11
11 H -1.62 -2.01 -1.53  0.06
12 H -0.67 -1.52 0.89  0.11
13 H 1.98 -0.24 1.24  0.09
14 H -0.52 3.34 -0.58  0.09
15 H -0.80 -3.40 -1.33  0.06
16 H 0.16 2.90 0.99  0.06
17 H 0.46 -2.67 0.39  0.11
18 H -1.56 2.81 0.74  0.09
19 H 0.66 0.58 2.06  0.09
20 H 1.62 -1.10 -0.84  0.11

Summary:
Relative energy (zero: lowest compared OMol25 entry of this formula, charge and spin) ... 108.38 kJ/mol
LUMO level ... 0.87 eV
Highest occupied orbital energy ... -8.89 eV

=====

[3]
DFT (wB97M-V/def2-TZVPD) results for a 13-piece molecular cluster, C26H78O26 overall in a non-equilibrium geometry.

Last column: Löwdin charge in e.
Atoms and positions in Å:
1 O 3.32 29.51 1.31  -0.07
2 O 0.64 28.07 9.85  -0.01
3 O 2.15 23.57 8.01  -0.08
4 O 3.68 30.64 4.03  -0.09
5 O 7.64 24.74 8.20  -0.07
6 O 1.44 28.20 7.16  -0.06
7 O -0.32 33.60 7.04  -0.09
8 O 7.16 21.56 3.90  -0.06
9 O 5.45 27.09 9.65  -0.09
10 O 0.06 23.83 6.14  -0.09
11 O 7.07 34.48 5.85  -0.05
12 O 3.01 23.38 2.84  -0.06
13 O 3.35 27.73 4.54  -0.06
14 O 9.15 24.61 5.95  -0.06
15 O 11.05 29.04 7.44  -0.04
16 O 1.65 25.71 4.32  -0.09
17 O 0.43 31.23 8.82  -0.05
18 O 10.41 25.04 3.62  -0.08
19 O 7.85 27.79 11.11  -0.08
20 O 8.59 29.20 5.66  -0.06
21 O 6.98 26.92 -1.52  -0.07
22 O 5.90 26.49 1.18  -0.09
23 O 5.06 32.44 5.78  -0.07
24 O 9.30 26.28 0.30  -0.07
25 O 4.93 20.60 2.20  -0.07
26 O 4.21 28.24 7.29  -0.08
27 C 7.81 24.13 5.86  -0.19
28 C 10.02 25.67 1.34  -0.26
29 C 6.39 32.20 6.33  -0.20
30 C 5.18 26.87 0.04  -0.24
31 C 2.43 30.47 1.80  -0.21
32 C 5.13 28.12 6.18  -0.16
33 C 6.44 22.36 2.96  -0.25
34 C 0.80 27.01 9.05  -0.32
35 C 6.78 28.79 11.01  -0.20
36 C 5.97 21.51 1.79  -0.23
37 C 0.54 27.22 7.64  -0.22
38 C 10.34 28.10 6.71  -0.28
39 C 6.89 24.64 7.02  -0.20
40 C 0.84 32.72 6.89  -0.19
41 C 4.50 27.26 5.03  -0.26
42 C 1.76 25.57 2.90  -0.19
43 C 9.53 25.87 2.74  -0.20
44 C 1.10 22.85 5.99  -0.22
45 C 2.43 23.22 6.64  -0.22
46 C 3.03 24.80 2.48  -0.20
47 C 1.32 32.12 8.26  -0.26
48 C 6.11 27.75 -0.77  -0.23
49 C 5.42 28.12 10.69  -0.20
50 C 8.87 28.30 6.72  -0.22
51 C 3.34 31.26 2.78  -0.21
52 C 7.43 33.12 5.75  -0.26
53 H 7.49 27.12 10.53  0.04
54 H 7.16 23.11 2.64  0.11
55 H -0.18 31.77 9.32  0.10
56 H 0.52 31.84 6.33  0.11
57 H 6.40 32.05 7.41  0.13
58 H 5.51 28.34 -1.46  0.12
59 H 5.57 22.10 0.97  0.12
60 H -0.67 33.94 6.21  0.07
61 H 0.62 21.95 6.37  0.12
62 H 6.00 24.03 7.17  0.13
63 H 6.59 25.88 0.92  0.07
64 H 2.00 31.11 1.04  0.13
65 H 1.60 30.04 2.36  0.12
66 H 10.22 24.64 1.03  0.13
67 H 5.22 27.03 4.25  0.13
68 H 8.50 25.52 2.77  0.10
69 H 8.64 30.11 5.94  0.06
70 H 1.71 26.61 2.56  0.11
71 H 3.31 28.20 6.95  0.04
72 H 6.74 34.69 4.98  0.09
73 H 7.17 25.27 8.85  0.07
74 H 6.80 20.88 1.46  0.11
75 H 10.00 26.67 -0.23  0.10
76 H 4.72 28.87 10.34  0.12
77 H 8.39 32.84 6.20  0.12
78 H -0.45 27.62 7.43  0.13
79 H 4.33 27.49 0.32  0.10
80 H 10.97 26.21 1.40  0.12
81 H 7.65 23.06 5.80  0.10
82 H 9.38 24.95 6.82  0.09
83 H 6.69 31.22 5.94  0.09
84 H 3.16 22.42 6.75  0.12
85 H 2.12 26.52 4.53  0.03
86 H 5.30 20.22 3.00  0.07
87 H 2.75 32.11 3.12  0.11
88 H 5.11 27.60 11.59  0.12
89 H 0.39 26.06 9.38  0.13
90 H 8.08 21.50 3.62  0.10
91 H 4.86 25.93 -0.42  0.12
92 H 0.93 25.00 2.47  0.12
93 H 3.38 24.97 1.46  0.11
94 H 6.84 25.72 6.88  0.09
95 H 4.61 32.89 6.50  0.09
96 H 4.15 26.34 5.49  0.12
97 H 1.15 22.61 4.93  0.11
98 H 5.42 29.01 5.62  0.10
99 H 3.30 28.69 4.46  0.08
100 H 5.56 22.92 3.27  0.11
101 H 0.83 27.96 10.78  0.11
102 H 3.76 25.37 3.06  0.09
103 H 10.71 27.27 7.32  0.12
104 H 10.81 27.77 5.78  0.13
105 H 1.87 26.80 9.16  0.13
106 H 1.30 23.93 7.78  0.04
107 H 2.34 31.73 8.16  0.11
108 H 0.47 26.34 7.00  0.11
109 H 0.34 24.67 5.76  0.04
110 H 1.36 32.87 9.05  0.12
111 H 6.77 28.40 -0.19  0.13
112 H 2.81 24.13 6.17  0.10
113 H 8.30 27.39 6.53  0.09
114 H 5.02 27.44 8.86  0.03
115 H 3.70 29.11 2.10  0.07
116 H 1.26 28.91 7.78  0.07
117 H 7.80 26.77 -1.04  0.04
118 H 7.03 29.30 10.08  0.10
119 H 9.95 24.97 4.46  0.00
120 H 2.54 23.00 2.09  0.08
121 H 7.35 24.33 4.89  0.10
122 H 5.99 27.76 6.74  0.09
123 H 10.85 29.93 7.15  0.08
124 H 7.59 32.97 4.69  0.12
125 H 4.23 31.78 2.42  0.13
126 H 6.62 29.28 11.97  0.12
127 H 9.53 26.92 3.05  0.12
128 H 4.18 31.31 4.49  0.04
129 H 8.46 28.63 7.68  0.13
130 H 1.58 33.38 6.44  0.11

Summary:
Relative energy (zero: lowest compared OMol25 entry of this formula, charge and spin) ... 595.55 kJ/mol
LUMO level ... -0.07 eV
Highest occupied orbital energy ... -9.63 eV

=====

[4]
DFT (wB97M-V/def2-TZVPD) results for a 3-piece molecular cluster, C3H10NO2 overall in a non-equilibrium geometry.

Last column: Löwdin charge in e.
Atoms and positions in Å:
1 O 2.35 1.70 0.45  -0.05
2 O -1.31 -1.61 2.78  -0.07
3 N 0.43 0.41 -1.30  0.04
4 C -1.33 -1.21 -0.94  0.09
5 C -0.17 1.51 -1.06  0.18
6 C -0.17 -0.91 -1.50  -0.09
7 H 0.24 2.48 -1.27  0.13
8 H -1.92 -1.52 3.52  0.05
9 H -1.79 -0.83 -0.04  0.08
10 H 2.65 0.81 0.62  0.04
11 H 1.34 0.51 -1.76  0.17
12 H -0.50 -1.21 3.13  0.03
13 H 2.63 2.14 1.26  0.06
14 H 0.41 -1.49 -2.19  0.13
15 H -1.09 1.37 -0.50  0.13
16 H -1.78 -2.16 -1.20  0.09

Summary:
Relative energy (zero: lowest compared OMol25 entry of this formula, charge and spin) ... 248.56 kJ/mol
LUMO level ... -5.30 eV
Charge ... +1
Highest occupied orbital energy ... -14.61 eV

=====

[5]
DFT (wB97M-V/def2-TZVPD) results for an isolated ion of composition C10H19N2O and charge +1 in a non-equilibrium geometry.

Last column: Löwdin charge in e.
Atoms and positions in Å:
1 O -1.07 0.28 2.36  -0.03
2 N 0.60 -0.09 0.39  0.07
3 N -0.84 1.10 -1.10  0.13
4 C -1.53 1.06 1.32  -0.15
5 C -1.47 0.19 -1.75  -0.08
6 C 0.29 -2.49 -0.59  -0.13
7 C 1.07 -1.16 -0.60  -0.09
8 C -1.88 -1.14 -1.24  -0.18
9 C 1.12 1.37 0.62  -0.35
10 C -0.43 0.98 0.21  -0.27
11 C -0.98 -2.33 -1.48  -0.19
12 C 1.85 2.05 -0.43  -0.02
13 C 1.69 1.53 1.95  -0.01
14 H 1.44 2.56 2.35  0.14
15 H -2.82 -1.41 -1.74  0.14
16 H 2.78 1.40 1.81  0.11
17 H 0.68 -0.48 1.33  0.15
18 H 0.11 -2.75 0.50  0.15
19 H 1.24 2.76 -0.98  0.09
20 H -2.48 0.76 0.95  0.11
21 H 0.94 -3.13 -1.20  0.12
22 H -1.77 0.42 -2.79  0.14
23 H -2.05 -1.06 -0.23  0.08
24 H -1.75 2.06 1.54  0.12
25 H 2.73 2.61 -0.07  0.10
26 H -1.64 -3.23 -1.31  0.13
27 H 1.19 0.79 2.62  0.09
28 H -1.44 0.54 3.21  0.13
29 H 2.29 1.24 -1.10  0.12
30 H -0.84 -2.43 -2.62  0.15
31 H 0.92 -0.68 -1.60  0.14
32 H 2.05 -1.31 -0.33  0.10

Summary:
Relative energy (zero: lowest compared OMol25 entry of this formula, charge and spin) ... 237.32 kJ/mol
LUMO level ... -2.73 eV
Charge ... +1
Highest occupied orbital energy ... -13.08 eV